Record 1
The following is a quantum chemistry calculation of a molecular structure, C12H30F4Li2N2O16P2S4, from the Open Molecules 2025 dataset.

Values from the calculation:
Energy above the lowest of the compared OMol25 structures with the same formula, charge and spin ... 0.0 kcal per mole
Kohn-Sham gap ... 10.63 eV
Maximum force ... 7.2 eV/A

Structure (XYZ):
```
72
Properties=species:S:1:pos:R:3:forces:R:3
H -1.57661 -4.09934 0.72603 0.2 -0.1 -0.7
F -2.80901 2.55081 1.24419 0.7 -0.5 0.2
O -1.45886 -0.66236 -2.03708 0.1 -1.1 0.0
H -3.97487 -0.60556 -2.80304 0.1 -0.1 0.0
F 1.70136 2.38195 2.88419 -0.6 0.4 -0.4
O 1.23090 0.36181 0.83742 0.2 0.4 0.4
O 0.24784 -1.08162 5.92434 -0.5 0.0 -1.1
H -5.90258 0.24789 -1.59799 -0.3 0.1 -0.5
H -1.48177 1.03362 -4.31235 0.1 -0.1 -0.1
O -1.54101 -0.68923 0.56877 0.2 0.3 -0.2
H -6.35582 -1.21073 -2.67512 -0.3 0.5 -0.1
H -2.76906 -2.95287 1.07500 -0.2 -0.1 -0.1
S -1.38834 3.35388 1.24078 -6.1 0.6 -3.8
C 2.29487 2.68639 -1.07189 0.9 1.8 0.0
H 5.30429 -0.77157 0.34287 -0.1 0.1 0.4
H -3.36423 -5.04625 -1.06548 0.4 -0.3 0.3
F -2.81319 -0.80052 2.88732 0.1 -0.2 0.3
C -3.53317 -4.54470 -0.10960 -1.4 0.0 -1.0
O 1.18182 -2.14451 3.92174 -0.8 0.2 -0.4
H -4.45943 -3.98412 -0.29097 0.1 0.1 0.1
H -4.22448 -2.24597 -2.25922 0.0 -0.1 0.5
H -2.02665 1.32050 -1.91234 0.0 0.1 -0.1
C -1.14731 0.73918 -2.19254 0.6 0.3 0.2
H 5.00135 0.33078 -0.93758 0.1 0.3 0.0
C 3.24271 3.42888 -2.04422 -0.3 -1.5 0.1
C 2.33642 -2.71987 -2.42761 -0.6 -0.6 0.7
C 6.17608 1.19689 0.67768 0.1 0.1 1.0
H 0.15202 0.44216 -3.94209 0.1 0.1 0.1
O -1.00559 3.20039 -0.13538 0.6 0.3 1.1
F 1.62729 0.12025 4.41162 -0.7 0.0 -0.2
C -0.66036 1.07520 -3.59609 -1.0 0.0 0.4
O -2.04701 -2.77396 -0.83166 0.6 0.1 -1.0
H 1.27295 3.00831 -1.26839 -0.2 -0.4 0.1
C -5.83277 -0.81531 -1.80741 0.8 -1.1 0.9
H 1.51283 -3.39253 -2.68012 0.0 0.0 -0.2
H -0.36714 2.12287 -3.51937 0.3 0.0 -0.2
O 2.72835 -1.07756 -0.69608 0.0 0.3 1.0
H -0.34709 0.97923 -1.48878 -0.1 0.0 0.1
H -6.20076 -1.33610 -0.91864 -0.2 0.0 -0.1
H 5.96654 2.24205 0.45230 0.2 0.0 -0.4
N -0.60276 -0.29617 3.65296 -1.9 -2.1 0.8
O 3.84605 0.64939 0.74522 -1.4 -0.4 0.5
P -2.09372 -1.20574 -0.69505 -1.0 0.6 0.3
P 2.45759 0.31017 0.03733 1.2 0.1 -1.6
H 2.87585 3.20265 -3.04625 0.1 0.4 -0.2
S 0.52306 -1.03041 4.51363 4.9 0.5 2.4
H 1.33946 -0.78426 -2.15611 0.2 -0.1 -0.3
Li -0.54285 0.47088 1.83684 0.7 -1.0 -1.5
H -3.79875 -5.24917 0.67559 0.4 -0.1 0.0
Li -1.39663 1.60223 3.87533 -0.1 -0.1 0.6
O 0.43583 3.99111 4.01291 -0.8 -0.2 -1.3
C 5.09931 0.28354 0.15074 0.4 -0.4 -0.6
H 3.34027 4.49407 -1.86393 -0.3 0.0 0.0
O -1.89013 4.61651 1.71991 1.8 -0.7 0.2
H 4.22018 2.94976 -1.96103 0.1 0.2 0.0
H 6.25091 1.18210 1.77058 -0.5 -0.3 0.0
C 1.73385 -1.61965 -1.56686 -0.6 0.5 -1.5
H 2.84378 -2.45512 -3.35016 0.2 0.4 0.2
O -1.58441 -2.78004 3.59757 0.1 1.0 -0.1
C -4.37536 -1.20359 -1.97691 0.0 1.2 -0.8
O 2.48707 1.28908 -1.24924 -0.6 -0.8 0.5
O 1.10730 4.31329 1.63507 -0.7 0.0 -0.4
H 2.97570 -3.31154 -1.76915 0.2 0.0 -0.2
N -0.66614 2.38899 2.24893 2.3 2.8 0.9
H 7.18065 0.87741 0.40118 -0.1 0.2 -0.7
H 2.55853 2.98688 -0.05532 -0.2 -0.2 0.1
C -2.44286 -3.61778 0.26634 0.3 0.9 1.8
O -2.50296 -1.16596 5.22194 0.4 0.1 -0.7
H 0.82917 -2.01361 -1.09868 0.5 0.0 0.9
S 0.59154 3.49958 2.67081 2.6 -2.1 3.3
S -1.84523 -1.43120 3.98089 -2.0 0.6 -0.4
O -3.64480 -0.81180 -0.79832 0.5 -0.5 0.2
```
Positions in Å, forces in eV/Å.

Mulliken atomic charges, in units of e:
1. H 0.39
2. F -0.33
3. O -0.33
4. H 0.20
5. F -0.15
6. O 1.09
7. O -0.62
8. H 0.32
9. H 0.44
10. O 0.65
11. H 0.39
12. H 0.03
13. S 0.57
14. C 0.41
15. H 0.31
16. H 0.31
17. F -0.21
18. C -1.29
19. O -0.55
20. H 0.22
21. H 0.38
22. H 0.61
23. C 0.46
24. H 0.30
25. C -1.53
26. C -1.55
27. C -1.33
28. H 0.29
29. O -0.49
30. F -0.25
31. C -1.59
32. O -0.26
33. H 0.08
34. C -1.37
35. H 0.41
36. H 0.40
37. O -0.42
38. H -0.40
39. H 0.34
40. H 0.29
41. N -0.31
42. O -0.16
43. P -0.62
44. P -0.78
45. H 0.32
46. S 0.85
47. H -0.32
48. Li 1.91
49. H 0.41
50. Li 0.86
51. O -0.61
52. C -0.18
53. H 0.39
54. O -0.56
55. H 0.34
56. H 0.31
57. C 1.15
58. H 0.32
59. O -0.56
60. C -0.16
61. O -0.34
62. O -0.48
63. H 0.38
64. N -0.10
65. H 0.40
66. H 0.20
67. C 0.05
68. O -0.59
69. H -0.19
70. S 0.91
71. S 1.11
72. O -0.13

Record 2
The following is a quantum chemistry calculation of 3 unconnected molecules or ions with the total composition C12H30IN2O4, from the Open Molecules 2025 dataset.

Values from the calculation:
Charge ... -1
Energy above the lowest of the compared OMol25 structures with the same formula, charge and spin ... 111.3 kcal per mole
Kohn-Sham gap ... 7.10 eV
Maximum force ... 6.6 eV/A

Structure (XYZ):
```
49
Properties=species:S:1:pos:R:3:forces:R:3
H 1.27200 -0.75149 0.61878 -0.4 -2.7 1.8
H 1.07700 7.53651 -1.29022 2.1 -0.5 1.6
C 2.31700 -0.86749 3.21178 1.9 0.3 0.4
H -0.63200 -4.83949 0.12378 -1.1 -1.6 -0.3
H 1.53800 -0.72249 3.91078 -1.8 0.2 0.3
H -2.64100 -3.83549 -1.18122 0.8 -0.1 -1.0
H -2.35400 -4.97849 -4.13022 -0.5 -1.9 0.6
O 2.15200 -1.91349 2.29778 -0.5 0.1 0.3
H 3.14500 -1.02749 3.95178 -0.1 -0.5 -1.1
O 2.09900 5.70051 -1.30922 1.4 2.0 -0.1
H 0.27700 -4.80349 -1.33722 0.4 0.2 -0.4
O -1.10400 1.12651 2.27578 0.5 2.3 -0.2
C -2.19300 0.50051 2.86478 1.8 -2.1 -2.0
H 0.19000 -1.45049 1.84578 -3.3 0.9 2.2
H 2.55800 0.06751 2.70278 -0.2 0.2 -0.1
C 1.04600 -1.72449 1.41078 4.7 1.2 -4.1
C -0.05400 2.22551 0.45378 0.7 2.6 1.3
H -2.21300 -0.43949 2.32478 -0.9 -0.9 -0.1
H 1.72800 2.96151 -0.91622 2.1 0.8 -1.1
I 0.17800 -0.15949 -2.89522 0.0 -0.2 0.1
H -1.40100 -3.64449 -2.65422 -0.8 0.4 1.0
C -1.74600 -4.23549 -1.75322 0.5 1.4 0.2
C 0.85500 -3.05449 0.70778 -2.3 -1.4 2.6
C -0.55500 -4.32049 -0.82622 0.7 0.7 2.3
H -1.27300 0.30451 0.47278 0.1 1.3 -0.7
H -3.65500 -5.66249 -3.10322 -2.6 0.4 0.2
C -1.25600 1.37451 0.84078 0.9 -1.6 1.5
H 1.49000 4.76751 0.38478 -0.6 0.6 -0.1
H 0.96800 3.78351 -2.55522 -0.1 -0.8 3.6
H -3.13300 0.93451 2.75978 -1.6 1.4 0.0
C 2.10000 7.08151 -0.90322 1.6 0.9 -2.9
H -0.13300 1.97851 -1.38622 -0.2 1.4 -0.7
H -2.20000 1.87351 0.63978 -0.1 0.1 -0.2
N -0.26200 -3.04449 -0.18622 -0.9 2.3 -3.5
H 0.91000 1.88951 0.76178 1.3 -2.3 -0.6
H 1.67600 -3.51849 0.24578 1.9 -0.1 -0.4
C -2.65800 -5.77949 -3.33422 2.5 -1.0 -1.3
C 1.12000 5.00551 -0.63922 -1.0 -0.8 0.6
H 2.99000 7.59851 -1.49622 -2.0 -1.0 0.5
N -0.08500 2.86351 -0.82022 -5.1 -3.6 -2.1
H -0.18700 -2.37149 -1.04322 0.5 -0.6 2.4
H 0.56900 -3.82449 1.64778 0.6 1.7 -2.3
C 0.95600 3.62651 -1.30522 1.9 1.0 -2.0
H 0.20900 5.68051 -0.65222 0.3 -1.3 0.4
O -1.90100 -5.50849 -2.19822 -0.1 -3.1 0.1
H 0.13900 3.07751 1.08778 -1.6 0.7 1.5
H 2.54300 7.28751 0.09878 -1.5 -0.4 0.0
H -1.92500 0.20951 3.83578 0.2 0.2 1.7
H -2.54100 -6.97749 -3.56022 0.1 3.2 0.0
```
Positions in Å, forces in eV/Å.

natural (NBO) atomic charges, in units of e:
1. H 0.17
2. H 0.19
3. C -0.24
4. H 0.18
5. H 0.16
6. H 0.17
7. H 0.17
8. O -0.55
9. H 0.17
10. O -0.54
11. H 0.16
12. O -0.56
13. C -0.24
14. H 0.17
15. H 0.17
16. C -0.05
17. C -0.26
18. H 0.16
19. H 0.17
20. I -0.93
21. H 0.18
22. C -0.07
23. C -0.20
24. C -0.23
25. H 0.20
26. H 0.15
27. C -0.07
28. H 0.15
29. H 0.21
30. H 0.16
31. C -0.28
32. H 0.41
33. H 0.18
34. N -0.67
35. H 0.17
36. H 0.18
37. C -0.23
38. C -0.07
39. H 0.18
40. N -0.69
41. H 0.40
42. H 0.14
43. C -0.21
44. H 0.16
45. O -0.56
46. H 0.18
47. H 0.18
48. H 0.18
49. H 0.18